{"formula": "H8N2Si2", "method": "wB97M-V/def2-TZVPD", "species": ["N", "Si", "N", "Si", "H", "H", "H", "H", "H", "H", "H", "H"], "xyz": [[-1.60133, 1.10477, -0.24347], [-1.22847, -0.52173, 0.14507], [0.38765, -0.78515, -0.43365], [1.82329, 0.05917, 0.02109], [-0.84930, 1.77444, -0.24363], [-2.46091, 1.52912, 0.05734], [-1.10842, -0.96147, 1.69329], [-2.15552, -1.39037, -0.57119], [0.53497, -1.69036, -0.84629], [1.78201, 0.43505, 1.43912], [2.95039, -0.83697, -0.23756], [1.92564, 1.28349, -0.78013]], "lowdin_charge": [-0.117, 0.337, -0.368, 0.474, 0.009, 0.017, -0.039, -0.059, 0.009, -0.085, -0.086, -0.092], "spin_multiplicity": 1, "largest_force_ev_per_a": 1.82, "smiles": "N[SiH2]N[SiH3]", "gap_ev": 10.374, "relative_energy_kcal_mol": 0.00}